No. 1
Density functional theory data (ωB97M-V/def2-TZVPD) for a single C5H14N2 molecule in a non-equilibrium geometry.

## Properties
- max |F| (eV Å⁻¹) = 2.03
- SMILES = CNCCN(C)C
- energy relative to the best compared isomer or geometry (same formula, charge and spin) (kJ/mol) = 163.6
- highest occupied orbital energy (eV) = -8.69
- orbital gap (eV) = 9.78
- energy (eV) = -8390.9233

```
! RIJCOSX wB97M-V def2-TZVPD def2/J DEFGRID3
* xyz 0 1
C 2.73 1.65 0.41
N 2.18 0.35 -0.03
C 0.80 0.47 -0.57
C -0.04 -0.74 -0.22
N -1.47 -0.43 -0.33
C -2.23 -1.69 -0.42
C -1.97 0.35 0.81
H 2.94 2.19 -0.52
H 2.09 2.16 1.12
H 3.71 1.44 0.82
H 2.21 -0.32 0.74
H 0.39 1.38 -0.14
H 0.84 0.63 -1.65
H 0.27 -1.25 0.71
H 0.18 -1.52 -0.96
H -1.69 -2.63 -0.52
H -2.87 -1.64 -1.31
H -2.89 -1.92 0.43
H -2.25 -0.27 1.67
H -1.17 1.02 1.16
H -2.81 0.96 0.49
*
```


No. 2
Density functional theory data (ωB97M-V/def2-TZVPD) for a single C5H14N2 molecule in a non-equilibrium geometry.

## Properties
- max |F| (eV Å⁻¹) = 6.26
- SMILES = CNCCCCN
- energy relative to the best compared isomer or geometry (same formula, charge and spin) (kJ/mol) = 292.4
- highest occupied orbital energy (eV) = -8.79
- orbital gap (eV) = 9.86
- energy (eV) = -8389.5881

```
! RIJCOSX wB97M-V def2-TZVPD def2/J DEFGRID3
* xyz 0 1
C -1.91 -2.63 0.25
N -2.09 -1.28 -0.35
C -0.72 -0.81 -0.75
C -0.23 0.71 -0.59
C 0.38 1.38 0.61
C 1.85 1.14 0.76
N 2.52 2.10 -0.13
H -0.98 -2.93 0.70
H -2.84 -2.65 1.06
H -2.24 -3.26 -0.54
H -2.59 -0.69 0.24
H -0.76 -0.85 -1.89
H 0.10 -1.45 -0.46
H -1.03 1.28 -0.77
H 0.35 0.78 -1.60
H -0.16 1.03 1.57
H 0.33 2.48 0.61
H 2.17 1.39 1.85
H 2.02 0.14 0.51
H 3.63 2.03 -0.05
H 2.19 2.09 -1.01
*
```


> Look up the highest occupied orbital energy of the second one.

-8.79 eV


> What is the orbital gap in the second record?

9.86 eV


> Which value of energy relative to the best compared isomer or geometry (same formula, charge and spin) does entry 2 give?

292.4 kJ/mol